(1)
A single C18H24N2O4S molecule. Source: the Open Molecules 2025 dataset; level of theory: ωB97M-V/def2-TZVPD.

Computed properties:
energy	-1508.987525	Eh
energy relative to the best compared isomer or geometry (same formula, charge and spin)	110.8	kJ/mol
LUMO energy	0.47	eV
F_max	0.015	hartree/bohr
HOMO level	-0.3023	Ha
structure (SMILES)	CCOCCc1c(O)nc(SCCOc2ccc(C)c(C)c2)[nH]c1=O
HOMO-LUMO gap	8.69	eV
charge	0

Last column: natural (NBO) charge in e.
Atoms and positions in Å:
C 4.12689 2.15325 -2.75667  -0.63
C 3.42960 0.80990 -2.55505  -0.06
O 3.51138 0.34889 -1.21873  -0.54
C 2.33911 0.45551 -0.45362  -0.05
C 1.90519 1.88879 -0.10254  -0.45
C 0.63994 1.83176 0.69645  -0.27
C -0.58208 1.67938 0.09914  0.56
O -0.70587 1.61317 -1.23365  -0.66
N -1.74967 1.58817 0.78550  -0.59
C -1.68977 1.58804 2.07474  0.34
S -3.15369 1.39496 3.01271  0.25
C -4.38120 1.10179 1.69687  -0.55
C -4.50707 -0.35672 1.24384  -0.07
O -3.67651 -0.67477 0.15766  -0.51
C -2.43357 -1.22653 0.34395  0.31
C -1.82497 -1.49249 1.56009  -0.32
C -0.56367 -2.06567 1.57718  -0.17
C 0.10885 -2.40305 0.41473  -0.07
C 1.45204 -3.06269 0.47508  -0.63
C -0.50633 -2.13685 -0.81420  0.10
C 0.16669 -2.50616 -2.10058  -0.65
C -1.75710 -1.54710 -0.83152  -0.29
N -0.54206 1.72097 2.76076  -0.60
C 0.71639 1.85733 2.13205  0.65
O 1.70624 1.97453 2.82068  -0.62
H 3.63495 2.94071 -2.19295  0.20
H 5.15671 2.08124 -2.41768  0.21
H 4.11827 2.41578 -3.81166  0.21
H 2.38126 0.86989 -2.87322  0.16
H 3.93323 0.05308 -3.16958  0.18
H 2.55524 -0.08301 0.47244  0.19
H 1.50047 -0.03788 -0.96756  0.16
H 2.68528 2.37089 0.48657  0.24
H 1.72416 2.45124 -1.01913  0.21
H -1.63803 1.44875 -1.43676  0.50
H -4.08942 1.73052 0.85750  0.27
H -5.32379 1.44360 2.12082  0.24
H -5.52551 -0.49677 0.86250  0.20
H -4.36214 -1.04039 2.08684  0.19
H -2.30428 -1.26348 2.49949  0.22
H -0.09825 -2.26152 2.53268  0.21
H 1.40305 -4.06159 0.04127  0.21
H 1.78996 -3.15024 1.50430  0.22
H 2.19297 -2.49504 -0.08537  0.22
H 1.15482 -2.05309 -2.16795  0.22
H -0.42498 -2.18290 -2.95301  0.21
H 0.29856 -3.58634 -2.15912  0.22
H -2.24970 -1.33853 -1.76964  0.21
H -0.54162 1.71069 3.77431  0.43

Atomic forces in eV per Å
C -0.19 -0.35 0.17
C 0.14 0.06 -0.15
O 0.31 0.09 -0.05
C -0.20 0.12 0.15
C 0.08 -0.30 -0.05
C 0.06 0.00 -0.49
C 0.20 0.05 0.72
O 0.19 0.08 -0.13
N -0.20 0.11 -0.09
C -0.15 0.07 -0.44
S -0.31 0.10 0.23
C 0.45 -0.25 0.12
C -0.30 0.18 0.22
O 0.33 -0.15 -0.18
C 0.05 -0.18 -0.14
C -0.38 0.05 0.07
C 0.05 -0.05 -0.16
C 0.01 0.01 0.11
C -0.06 0.02 -0.05
C -0.09 0.07 0.11
C -0.03 0.01 0.06
C -0.18 0.05 0.18
N -0.10 -0.04 0.22
C -0.42 -0.03 -0.23
O 0.36 0.01 0.18
H -0.03 0.11 0.04
H 0.12 0.02 0.01
H 0.02 0.07 -0.13
H 0.01 -0.05 0.00
H -0.15 0.09 0.01
H -0.15 0.00 -0.03
H 0.05 -0.04 0.07
H 0.01 0.06 -0.08
H 0.08 0.06 0.00
H 0.04 0.00 0.13
H -0.18 0.02 0.00
H 0.00 0.04 0.02
H 0.13 0.00 0.10
H -0.04 0.01 -0.10
H -0.06 0.06 0.03
H 0.07 -0.03 0.10
H 0.10 -0.09 -0.02
H 0.07 -0.03 0.05
H 0.14 0.01 -0.04
H 0.11 0.02 -0.06
H 0.00 0.00 -0.08
H 0.06 -0.08 -0.07
H -0.06 0.01 -0.15
H 0.07 0.00 -0.15


(2)
A single C2H2N2O4 molecule in a non-equilibrium geometry. Source: the Open Molecules 2025 dataset; level of theory: ωB97M-V/def2-TZVPD.

Computed properties:
energy	-487.705968	Eh
energy relative to the best compared isomer or geometry (same formula, charge and spin)	387.9	kJ/mol
LUMO energy	0.12	eV
F_max	0.099	hartree/bohr
HOMO level	-0.3696	Ha
structure (SMILES)	O=c1[nH]o/c(=N\O)o1
HOMO-LUMO gap	10.18	eV
charge	0

Last column: natural (NBO) charge in e.
Atoms and positions in Å:
O -2.55085 0.19987 1.55684  -0.52
C -1.62501 0.06170 0.79074  0.84
N -0.61182 -0.75539 1.13275  -0.34
O 0.37803 -0.82985 0.16921  -0.32
C 0.13220 0.39286 -0.55538  0.73
N 0.78691 0.74415 -1.57175  -0.22
O 2.22915 0.14797 -1.23807  -0.62
O -0.97462 0.86751 -0.14075  -0.45
H -0.76825 -1.73711 1.28359  0.40
H 3.00426 0.90829 -1.42719  0.49

Atomic forces in eV per Å
O 0.03 0.78 -2.85
C 0.55 0.28 3.45
N 1.19 -3.21 0.52
O 0.57 2.98 -1.41
C 2.43 -4.28 -0.15
N 3.57 0.72 0.87
O 0.61 2.63 -1.37
O -4.31 2.70 -0.36
H -0.79 -0.12 0.89
H -3.84 -2.48 0.40


(3)
A single CH3Cl2OPS molecule. Source: the Open Molecules 2025 dataset; level of theory: ωB97M-V/def2-TZVPD.

Computed properties:
energy	-1775.163257	Eh
energy relative to the best compared isomer or geometry (same formula, charge and spin)	0.0	kJ/mol
LUMO energy	0.19	eV
F_max	0.015	hartree/bohr
HOMO level	-0.3686	Ha
structure (SMILES)	CSP(=O)(Cl)Cl
HOMO-LUMO gap	10.22	eV
charge	0

Last column: natural (NBO) charge in e.
Atoms and positions in Å:
C -1.51314 0.09711 0.21175  -0.73
S -0.09168 0.79921 1.09935  -0.03
P 1.31823 -0.00537 -0.23860  1.56
O 0.83726 -0.08576 -1.61299  -1.06
Cl 2.96498 1.09941 -0.05139  -0.22
Cl 1.84953 -1.82315 0.44410  -0.24
H -2.39604 0.60928 0.58090  0.24
H -1.58494 -0.96701 0.41771  0.23
H -1.38420 0.27628 -0.85083  0.26

Atomic forces in eV per Å
C 0.03 -0.08 0.01
S 0.65 -0.17 -0.35
P -0.66 0.14 0.05
O -0.06 -0.02 -0.22
Cl 0.15 0.10 0.30
Cl 0.10 0.01 0.18
H -0.03 0.04 0.06
H -0.09 -0.02 -0.03
H -0.10 0.00 0.00


(4)
A 6-piece molecular cluster, C18H28Br2FN2O22S5 overall in a non-equilibrium geometry. Source: the Open Molecules 2025 dataset; level of theory: ωB97M-V/def2-TZVPD.

Computed properties:
energy	-9706.109019	Eh
energy relative to the best compared isomer or geometry (same formula, charge and spin)	0.0	kJ/mol
LUMO energy	1.56	eV
F_max	0.054	hartree/bohr
HOMO level	-0.1509	Ha
HOMO-LUMO gap	5.66	eV
charge	-1

Last column: Mulliken charge in e.
Atoms and positions in Å:
C 6.22467 -4.64815 -1.07232  0.04
C 5.62909 -3.78623 -1.67045  -1.18
C 4.86278 -2.68592 -2.42502  1.57
F 5.81304 -1.70135 -2.69830  -0.36
C 4.39382 -3.34015 -3.79101  0.07
O 4.17561 -2.64744 -4.79282  -0.72
O 4.22183 -4.58466 -3.75535  -0.71
N 3.77576 -2.25206 -1.53582  0.58
C 3.91146 -0.89416 -1.02485  -1.02
N 3.72247 0.19053 -2.00902  -0.41
C 2.46424 -2.56270 -1.98714  -0.84
Br 1.47433 -1.59061 -3.34356  -0.10
C 1.83563 -3.61635 -1.44413  0.99
C 0.45146 -4.11825 -1.83193  -1.21
Br 2.71187 -4.63638 -0.03262  -0.21
H 6.59970 -5.35841 -0.35055  0.45
H 3.18443 -0.70848 -0.18684  0.43
H 4.91143 -0.78975 -0.55631  0.34
H 2.98033 0.83196 -1.74521  0.16
H 4.56771 0.75921 -1.98189  0.27
H 0.51721 -5.00044 -2.50194  0.26
H -0.22542 -3.33749 -2.20817  0.29
H -0.01714 -4.50781 -0.89865  0.37
C -3.15338 1.00329 -3.79191  0.10
C -3.24565 2.01381 -2.67047  -0.41
O -2.60195 1.38216 -1.56213  -0.26
S -1.41644 0.43204 -2.10584  1.00
O -0.19363 1.14327 -2.00496  -0.50
O -1.59908 -0.86128 -1.54698  -0.43
O -1.86142 0.39976 -3.65099  -0.28
H -3.90594 0.22669 -3.68107  -0.11
H -3.25110 1.46525 -4.77228  0.32
H -4.27366 2.26989 -2.42462  0.32
H -2.69195 2.92564 -2.91053  0.30
C 3.95317 4.09319 1.65718  -0.40
C 3.35507 4.24837 0.27454  -0.44
O 3.01791 2.91998 -0.12419  -0.28
S 2.59886 2.06565 1.17418  1.13
O 1.18033 2.05891 1.26774  -0.63
O 3.36271 0.87041 1.19468  -0.58
O 3.17428 3.07520 2.28861  -0.20
H 4.98938 3.74890 1.60388  0.27
H 3.90768 5.01611 2.23420  0.33
H 4.04903 4.69612 -0.43306  0.35
H 2.43545 4.83854 0.30410  0.28
C -1.28620 0.80944 2.60990  0.28
C -1.74046 -0.39871 1.82009  0.13
O -3.09072 -0.63034 2.25704  -0.36
S -3.77734 0.77565 2.62075  1.11
O -4.55008 1.20568 1.50843  -0.51
O -4.32270 0.68087 3.93081  -0.59
O -2.43946 1.66278 2.67814  -0.29
H -1.00623 0.53351 3.63105  0.01
H -0.45407 1.32529 2.13394  0.09
H -1.12211 -1.27409 2.00301  0.41
H -1.76172 -0.18938 0.75036  -0.12
C 0.36025 2.21406 6.49653  -0.21
C 1.77504 2.35341 7.01976  -0.38
O 2.52179 2.87870 5.91869  -0.33
S 1.57035 3.83371 5.03561  0.87
O 1.79745 5.18185 5.42556  -0.61
O 1.64886 3.41044 3.68270  -0.23
O 0.15982 3.35731 5.66252  -0.31
H 0.25177 1.31833 5.88017  0.15
H -0.37652 2.19313 7.29670  0.35
H 2.19334 1.40498 7.34845  0.34
H 1.82522 3.07584 7.83843  0.28
C -7.65115 -2.83478 -2.36209  -0.35
C -6.21903 -2.76698 -1.87268  -0.30
O -5.47820 -2.27009 -2.99089  -0.26
S -6.40247 -1.26798 -3.84047  1.09
O -6.09927 0.06425 -3.44087  -0.52
O -6.38880 -1.68383 -5.19514  -0.56
O -7.81611 -1.67525 -3.18563  -0.30
H -7.81820 -3.71934 -2.98110  0.29
H -8.36815 -2.82545 -1.54413  0.30
H -5.83804 -3.73603 -1.56013  0.32
H -6.11288 -2.05374 -1.05162  0.28

Atomic forces in eV per Å
C -0.28 0.32 0.54
C -0.04 0.62 -0.28
C 1.34 -2.33 0.11
F -0.73 0.27 0.39
C -1.11 -1.61 -1.52
O 0.60 1.30 0.71
O 0.31 0.43 1.10
N -0.59 1.58 -1.50
C -0.34 0.88 1.27
N 0.81 0.35 0.37
C 0.20 -1.11 1.00
Br 0.48 -0.08 0.21
C -0.58 0.24 -0.46
C -0.03 -0.76 1.31
Br -0.61 0.44 -0.71
H -0.05 0.32 -0.67
H 0.61 -0.94 -0.99
H -0.51 -0.31 -0.35
H -0.15 -0.40 -0.03
H -0.16 -0.20 -0.39
H 0.05 0.70 0.08
H 0.58 -0.29 -0.11
H 0.22 0.20 -0.53
C -0.44 -0.23 -0.05
C 0.14 0.46 -0.29
O 0.03 -0.54 -0.11
S -0.14 0.24 -0.55
O -0.02 -0.19 0.16
O 0.08 0.16 0.25
O 0.26 0.36 0.49
H 0.05 0.09 0.00
H 0.24 -0.08 -0.02
H 0.05 -0.19 0.22
H -0.03 -0.01 -0.03
C 0.54 -0.05 -0.12
C -0.35 0.46 0.13
O 0.20 -0.33 0.36
S 0.54 0.61 -0.01
O 0.28 -0.19 -0.04
O -0.37 0.26 0.24
O 1.39 -0.56 -2.33
H 0.00 0.07 -0.03
H -0.19 -0.15 0.14
H 0.00 -0.26 -0.11
H 0.05 0.04 0.02
C 0.44 -0.27 0.27
C 0.29 0.31 -0.51
O -0.21 0.35 0.52
S 0.87 -0.20 -0.24
O -0.24 0.12 0.29
O -0.26 -0.01 -0.16
O -0.51 -0.30 -0.26
H -0.04 -0.02 -0.01
H -0.36 0.08 0.07
H -0.23 -0.09 0.09
H 0.06 -0.07 0.06
C 0.00 -0.51 -0.11
C -0.12 0.25 0.47
O -0.36 -0.07 -0.39
S -0.37 -0.43 0.25
O -0.05 -0.02 -0.25
O -1.61 0.85 2.08
O 0.49 0.29 0.19
H 0.01 -0.01 0.05
H -0.06 0.21 -0.11
H 0.15 0.04 -0.23
H -0.04 -0.05 0.02
C 0.02 -0.55 -0.08
C -0.12 0.27 0.59
O -0.39 0.01 -0.51
S -0.12 -0.49 0.61
O -0.28 -0.05 -0.37
O 0.16 0.32 -0.01
O 0.43 0.27 0.08
H 0.01 0.00 0.03
H -0.04 0.24 -0.10
H 0.17 0.04 -0.24
H -0.02 -0.05 0.02


(5)
A single C2H5BO molecule in a non-equilibrium geometry. Source: the Open Molecules 2025 dataset; level of theory: ωB97M-V/def2-TZVPD.

Computed properties:
energy	-179.165711	Eh
energy relative to the best compared isomer or geometry (same formula, charge and spin)	442.9	kJ/mol
LUMO energy	0.58	eV
F_max	0.058	hartree/bohr
HOMO level	-0.3047	Ha
HOMO-LUMO gap	8.87	eV
charge	0

Last column: natural (NBO) charge in e.
Atoms and positions in Å:
B 2.00231 -0.10975 -0.06880  0.55
C -0.42747 0.99201 0.00203  0.33
C -1.55805 -0.02254 -0.01566  -0.78
O 0.73025 0.45205 0.07919  -0.65
H 2.48488 0.00240 -1.11720  -0.08
H 2.33597 -0.39904 1.01716  -0.08
H -2.60500 0.27776 -0.30736  0.24
H -1.60519 -0.97420 -0.66995  0.22
H -1.35770 -0.21869 1.08059  0.25

Atomic forces in eV per Å
B -2.34 1.48 1.17
C -0.63 0.29 -0.59
C -0.44 -1.21 -0.87
O 0.64 -1.02 -0.89
H 0.41 -0.32 -0.49
H 0.85 -0.54 -0.01
H 1.24 0.93 1.21
H 1.47 0.87 1.19
H -1.20 -0.49 -0.72